(1)
A 7-piece molecular cluster, C49H65F7N3O14P overall in a non-equilibrium geometry, computed with wB97M-V/def2-TZVPD.

## Properties
**Gap between HOMO and LUMO**: 6.45 eV
**SMILES string**: [H]/N=C\Cc1c(CCN)c(P(C)CC)c2c(c1NCCC)C(=O)C(C=C)=C(C(F)(F)C(F)(F)C(F)(F)F)C2=O.O=C1CCCO1.O=C1CCCO1.O=C1CCCO1.O=C1CCCO1.O=C1CCCO1.O=C1CCCO1
**E**: -113313.196 eV

Atoms and positions in Å:
P: 3.529 1.163 -1.412
F: -2.436 1.530 -1.187
F: -1.846 -0.700 -4.694
F: -1.998 2.229 -4.557
F: -0.565 2.266 -2.017
F: -2.420 3.334 -2.367
F: -0.156 0.665 -4.597
F: -3.419 0.936 -3.554
O: -0.275 -4.301 5.473
O: 1.622 -0.264 -8.643
O: -2.370 -2.689 10.421
O: 6.408 2.591 2.132
O: -1.140 -3.108 -0.313
O: -0.326 -1.800 10.220
O: -5.569 6.245 -3.596
O: 1.662 -0.648 -3.230
O: 0.231 -6.243 6.455
O: 5.714 2.640 4.252
O: 2.447 0.621 -6.762
O: -7.203 7.500 -2.722
O: -6.654 -0.109 -4.517
O: -8.640 -1.110 -4.756
N: 2.748 3.216 1.271
N: 2.927 -3.038 3.310
N: -0.132 -2.174 2.221
C: 3.285 1.834 -4.138
C: 1.982 -6.992 5.071
C: 1.199 -0.538 -0.891
C: -1.871 2.117 -2.239
C: -3.731 -1.188 -1.121
C: 2.532 0.139 0.987
C: -5.965 1.016 -5.091
C: 0.460 -5.241 5.569
C: -7.858 -0.284 -5.118
C: 1.858 -0.263 -7.306
C: -4.194 5.952 -3.297
C: -0.631 -0.610 -2.662
C: 3.115 2.210 2.301
C: 1.013 -2.408 -7.889
C: -2.713 -3.495 8.236
C: 1.724 -0.642 1.833
C: 0.809 -1.392 -9.006
C: 2.006 -0.744 3.320
C: -3.196 -3.599 9.677
C: 3.646 0.929 1.632
C: -2.370 0.690 2.172
C: -2.136 1.331 -3.555
C: 4.522 -0.161 -2.225
C: 2.642 2.065 -2.761
C: -2.860 -1.559 -2.071
C: -3.688 7.160 -2.518
C: -6.585 1.201 -6.471
C: -1.153 0.140 -3.864
C: 8.095 2.391 3.752
C: 1.320 -7.184 6.430
C: 7.642 2.373 1.426
C: -4.950 7.609 -1.785
C: -1.230 -3.190 8.426
C: -1.411 -1.347 -1.860
C: -8.018 0.729 -6.238
C: 1.746 -5.504 4.815
C: 0.376 -1.286 -0.044
C: 0.846 -0.577 -2.345
C: -0.752 -2.019 -0.672
C: -1.488 -1.670 2.497
C: 6.615 2.562 3.467
C: 1.244 -1.502 -6.681
C: -1.502 -0.229 3.042
C: 3.039 -1.817 3.618
C: 2.302 0.182 -0.408
C: -1.207 -2.462 9.756
C: 8.736 2.760 2.415
C: -6.058 7.160 -2.722
C: 0.645 -1.367 1.325
H: -2.849 6.925 -1.866
H: -4.689 -0.764 -1.401
H: 1.919 -1.927 -5.944
H: 5.055 -0.685 -1.429
H: 1.995 -6.950 7.256
H: -2.910 -4.389 7.649
H: 8.905 3.837 2.374
H: -3.150 -2.078 -2.979
H: -1.913 -0.236 4.053
H: 0.178 -3.096 -7.779
H: -3.201 -2.654 7.743
H: -0.825 -2.564 7.637
H: 4.408 1.217 0.918
H: 2.050 -3.178 2.801
H: -3.368 7.939 -3.211
H: 5.271 0.351 -2.830
H: 2.696 3.135 -2.557
H: 1.624 -5.272 3.763
H: 1.748 3.370 1.287
H: 8.273 1.349 4.023
H: -5.079 7.096 -0.831
H: 8.401 3.038 4.569
H: 3.263 0.794 -4.442
H: -1.896 0.806 1.195
H: -6.093 0.541 -7.187
H: -3.465 -1.299 -0.075
H: 3.911 2.616 2.922
H: -1.893 -2.324 3.272
H: -2.531 1.661 2.638
H: -3.344 0.215 2.031
H: -4.998 8.684 -1.632
H: 2.532 -4.879 5.236
H: 0.918 -8.184 6.577
H: 2.222 1.999 2.892
H: 2.371 0.202 3.710
H: 1.595 1.785 -2.850
H: 1.458 -7.584 4.318
H: 9.683 2.263 2.219
H: 7.639 2.981 0.525
H: -4.158 5.035 -2.707
H: -0.635 -4.099 8.514
H: 4.316 2.197 -4.159
H: 1.911 -2.996 -8.084
H: 1.096 -1.028 3.844
H: -6.502 2.221 -6.842
H: 2.740 2.393 -4.899
H: 3.947 -0.862 -2.825
H: -8.665 1.533 -5.883
H: -0.490 0.167 3.108
H: 7.692 1.320 1.140
H: -4.908 0.794 -5.133
H: -6.127 1.883 -4.446
H: 3.933 -1.531 4.176
H: 3.173 4.099 1.523
H: 4.102 0.298 2.401
H: -8.463 0.260 -7.110
H: -0.232 -3.075 1.765
H: -3.059 -4.602 10.088
H: -4.236 -3.307 9.804
H: 0.311 -1.215 -6.197
H: 1.131 -1.753 -9.980
H: -0.229 -1.059 -9.079
H: -2.164 -1.770 1.640
H: 3.029 -7.286 5.060
H: -3.659 5.791 -4.230


(2)
C49H66CaNO5S3SbSeTe as an isolated structure in a non-equilibrium geometry, computed with wB97M-V/def2-TZVPD.

## Properties
**Gap between HOMO and LUMO**: 5.89 eV
**Net charge**: -2
**Energy relative to the best compared isomer or geometry (same formula, charge and spin)**: 0.0 kcal per mole
**E**: -193739.783 eV

Atoms and positions in Å:
Te: 2.960 -0.860 0.521
Sb: 3.493 1.300 2.298
Se: -1.635 0.410 0.645
Ca: 0.737 0.130 -1.168
S: 1.296 1.782 2.806
S: 3.832 -2.834 -1.783
S: 3.130 -0.042 -2.759
O: -0.140 -1.664 -0.926
O: 1.850 2.147 -0.571
O: -0.603 1.463 -1.996
O: 0.596 -1.592 2.393
O: -0.275 3.557 0.416
N: 5.387 -0.821 -1.531
C: 0.543 -4.697 -0.476
C: -6.348 3.375 -0.264
C: 5.476 -3.136 -1.042
C: 6.077 2.975 1.436
C: -3.736 -3.203 0.491
C: 5.407 -0.870 3.563
C: -2.610 1.280 -0.777
C: 4.850 2.178 -0.456
C: -4.702 2.105 -1.640
C: -6.931 1.085 -1.098
C: 3.967 4.116 3.621
C: -1.963 2.652 -4.295
C: -1.634 -3.545 -0.740
C: 5.772 2.771 -1.310
C: -2.931 3.282 -5.301
C: 4.124 -0.334 3.598
C: -5.326 -5.175 0.672
C: -3.353 -1.891 0.735
C: -1.250 -2.186 -0.519
C: 3.473 -2.068 5.143
C: 5.267 3.334 5.930
C: 4.206 2.758 3.827
C: 6.011 -1.761 -0.631
C: -4.989 -3.650 2.604
C: 5.039 4.681 5.698
C: -0.854 3.679 -4.015
C: -3.965 1.504 -0.629
C: 4.757 -2.594 5.108
C: -2.159 -1.402 0.242
C: -1.363 1.393 -4.943
C: -1.282 -5.883 -1.691
C: -1.885 1.653 -1.939
C: 3.960 -0.990 -1.513
C: 4.378 5.071 4.538
C: -0.657 -4.510 -1.421
C: -6.849 3.002 -2.668
C: -2.650 2.259 -2.983
C: -2.846 -3.994 -0.236
C: -5.053 -3.722 1.070
C: -4.010 2.462 -2.797
C: 4.989 2.281 0.920
C: -0.169 -3.962 -2.772
C: 6.996 3.581 0.587
C: 5.728 -1.986 4.322
C: 4.849 2.385 5.003
C: 3.163 -0.938 4.399
C: -6.188 2.388 -1.432
C: 6.847 3.479 -0.789
C: -6.215 -2.853 0.566
H: 4.008 1.640 -0.879
H: -0.781 2.934 -0.126
H: 4.194 6.123 4.352
H: -3.108 -5.028 -0.415
H: -2.169 -5.795 -2.324
H: -5.849 4.318 -0.497
H: 7.827 4.140 1.003
H: 0.390 -3.043 -2.636
H: -1.558 -6.397 -0.767
H: 6.203 3.072 2.506
H: 1.268 -5.392 -0.909
H: 0.211 -5.088 0.489
H: -6.080 -1.813 0.863
H: -0.652 0.923 -4.269
H: -6.550 0.638 -0.181
H: 5.034 1.336 5.196
H: -6.276 -5.506 1.098
H: -2.156 0.675 -5.164
H: -6.770 2.333 -3.527
H: -6.262 -2.885 -0.524
H: 2.165 -0.517 4.437
H: 6.173 -0.406 2.947
H: -3.365 4.206 -4.909
H: -7.170 -3.205 0.970
H: -6.804 0.362 -1.906
H: -1.020 -3.763 -3.430
H: 0.407 -0.656 2.572
H: -0.099 3.104 1.263
H: 7.563 3.948 -1.454
H: -0.376 3.984 -4.951
H: -3.740 2.598 -5.567
H: 5.644 0.144 -1.368
H: -1.270 4.564 -3.528
H: -5.915 -4.030 3.050
H: -4.434 1.192 0.297
H: 5.641 2.676 -2.382
H: 7.099 -1.706 -0.719
H: -3.973 -1.225 1.323
H: 5.730 -1.574 0.417
H: -8.000 1.278 -0.967
H: 5.780 3.019 6.833
H: -7.910 3.173 -2.468
H: -2.385 3.529 -6.214
H: 1.049 -3.747 -0.309
H: 2.707 -2.545 5.742
H: -0.847 1.644 -5.874
H: 5.005 -3.472 5.693
H: -5.380 -5.279 -0.413
H: -4.538 -5.831 1.047
H: 0.488 -4.689 -3.256
H: 5.378 -3.811 -0.192
H: -6.395 3.960 -2.927
H: -4.839 -2.625 2.943
H: 6.736 -2.383 4.300
H: -0.101 3.248 -3.361
H: -4.152 -4.247 2.971
H: 6.101 -3.597 -1.806
H: -5.897 2.976 0.645
H: -0.554 -6.505 -2.215
H: 0.035 -1.840 1.650
H: 5.373 5.424 6.414
H: 1.870 2.372 -1.511
H: 3.454 4.422 2.714
H: -7.406 3.575 -0.068
H: -4.564 2.926 -3.600
H: 1.225 2.786 -0.166


(3)
C49H66CsN5P2S as an isolated structure, computed with wB97M-V/def2-TZVPD.

## Properties
**Gap between HOMO and LUMO**: 4.17 eV
**Net charge**: -2
**Energy relative to the best compared isomer or geometry (same formula, charge and spin)**: 18.7 kcal per mole
**E**: -89297.506 eV

Atoms and positions in Å:
Cs: 0.128 -0.545 -1.251
S: -0.885 -3.074 -3.130
P: -0.474 -2.715 1.353
P: -0.219 2.067 1.455
N: -3.119 -1.478 -3.641
N: -2.490 -0.391 -3.139
N: -1.256 2.136 -2.734
N: 0.967 -0.485 2.332
N: -3.195 -3.618 -4.266
C: -3.429 3.041 -2.387
C: -4.822 1.597 -4.871
C: -1.906 2.883 1.640
C: -0.778 -4.450 0.713
C: -2.160 -4.523 0.061
C: -6.878 0.082 -3.814
C: -2.276 3.633 2.918
C: -0.615 -5.613 1.706
C: -1.508 4.417 -2.050
C: 0.810 3.499 0.839
C: -2.969 1.805 1.390
C: -2.585 1.988 -2.760
C: 4.257 -0.247 -1.738
C: 1.296 -2.789 1.799
C: -2.441 -2.626 -3.659
C: 1.752 1.182 5.531
C: 2.917 -0.511 -3.570
C: -3.179 0.696 -3.214
C: 1.735 0.234 4.536
C: -2.884 4.262 -2.032
C: 2.159 2.923 0.403
C: 3.572 -1.202 -2.524
C: 2.153 -3.862 1.569
C: 3.585 -2.689 -2.283
C: 3.525 -3.779 1.778
C: 1.827 -1.542 2.226
C: -1.462 -2.838 2.953
C: 0.476 1.744 3.112
C: -7.127 0.914 -4.900
C: -4.561 0.764 -3.789
C: 3.222 -1.459 2.404
C: 4.039 -2.554 2.196
C: 4.020 1.028 -2.288
C: 2.058 -1.081 -4.666
C: 1.094 0.460 3.279
C: -2.753 -2.038 2.765
C: 2.653 1.945 -4.319
C: -0.741 -2.364 4.212
C: 1.036 4.716 1.732
C: -6.093 1.671 -5.429
C: 4.620 2.307 -1.778
C: 4.422 -4.961 1.510
C: 1.166 3.466 6.469
C: 5.116 -0.539 -0.542
C: 3.175 0.868 -3.410
C: -0.744 3.313 -2.394
C: 0.524 2.673 4.157
C: -5.606 0.004 -3.269
C: 1.147 2.433 5.371
H: 2.844 3.721 0.106
H: -3.529 5.083 -1.743
H: -1.568 -5.838 2.192
H: -2.160 2.988 3.791
H: 0.115 -5.405 2.490
H: 0.341 3.370 -2.404
H: 3.124 1.932 -5.314
H: 4.027 3.181 -2.066
H: -3.968 2.249 1.318
H: 3.986 -5.887 1.895
H: -3.325 3.946 2.873
H: -6.274 2.321 -6.277
H: -3.323 -2.372 1.895
H: 2.985 -3.218 -3.028
H: 2.625 2.373 1.227
H: 5.640 2.480 -2.153
H: -1.674 4.528 3.078
H: 0.915 4.454 6.077
H: 2.429 -0.806 -5.664
H: 4.594 -5.100 0.438
H: 6.192 -0.421 -0.745
H: -0.298 -6.522 1.186
H: 5.112 -2.445 2.325
H: -2.505 -0.987 2.605
H: -4.499 2.890 -2.372
H: 2.197 -0.731 4.708
H: 1.757 -4.803 1.201
H: 2.074 2.233 -0.440
H: -2.982 1.092 2.218
H: 0.241 -2.831 4.317
H: 4.687 2.310 -0.686
H: -1.337 -2.614 5.097
H: 1.640 4.453 2.602
H: 2.245 0.948 6.473
H: 1.573 1.853 -4.490
H: 3.656 -0.503 2.671
H: -8.120 0.970 -5.330
H: 0.102 5.163 2.080
H: 0.263 3.828 -0.049
H: 2.017 -2.171 -4.625
H: 3.181 -2.959 -1.297
H: -0.590 -1.286 4.195
H: 0.061 3.641 4.018
H: -7.681 -0.510 -3.390
H: -0.036 -4.557 -0.085
H: 2.152 3.536 6.937
H: 4.599 -3.110 -2.327
H: -3.396 -2.112 3.649
H: -5.409 -0.649 -2.429
H: 1.581 5.484 1.172
H: -2.326 -5.516 -0.372
H: -2.947 -4.350 0.803
H: -1.716 -3.891 3.086
H: -1.932 3.580 0.794
H: -2.933 -4.551 -3.994
H: -4.183 -3.415 -4.300
H: 2.832 2.942 -3.901
H: -4.014 2.192 -5.283
H: -2.773 1.247 0.473
H: 4.885 0.118 0.306
H: -2.260 -3.791 -0.741
H: 1.017 -0.736 -4.618
H: -1.036 5.356 -1.792
H: 5.397 -4.826 1.984
H: 0.448 3.239 7.266
H: 4.964 -1.562 -0.193